(1)
Density functional theory data (ωB97M-V/def2-TZVPD) for C2H2N6 in the gas phase.

Results
Gap between HOMO and LUMO ... 8.890 eV
Structure (SMILES) ... [H]/N=c1\nncnnn1

```
! wB97M-V def2-TZVPD RIJCOSX def2/J DEFGRID3
* xyz 0 1
C -0.66 0.45 0.71
C 0.77 -0.70 -0.79
H -2.35 -0.39 0.32
H 0.91 -1.58 -1.30
N -1.72 -0.11 1.25
N -0.71 0.91 -0.72
N 0.08 0.24 -1.47
N 1.60 -0.56 0.14
N 1.55 0.63 0.73
N 0.54 1.11 1.14
*
```

(2)
Density functional theory data (ωB97M-V/def2-TZVPD) for a gas-phase ion, C2H2NO2 (charge -1).

Results
Gap between HOMO and LUMO ... 7.046 eV
Structure (SMILES) ... O=C1CN1[O-]

```
! wB97M-V def2-TZVPD RIJCOSX def2/J DEFGRID3
* xyz -1 1
C -0.87 -0.20 0.48
C -2.23 -1.16 0.45
N -1.15 -1.62 0.11
O -0.84 -2.63 -0.75
O -3.33 -0.78 0.80
H -0.51 0.11 1.41
H -0.91 0.33 -0.35
*
```

(3)
Density functional theory data (ωB97M-V/def2-TZVPD) for 2 unconnected molecules or ions with the total composition C2H2NO2P.

Results
Gap between HOMO and LUMO (alpha / beta) ... 8.581 / 8.580 eV
Structure (SMILES) ... [O-][N+]#P.C#CO

```
! wB97M-V def2-TZVPD RIJCOSX def2/J DEFGRID3
* xyz 0 1
C 1.60 0.35 -0.33
C 1.21 -0.79 -0.47
N -1.55 0.64 0.84
O -1.65 -0.36 0.17
O 0.37 -1.77 -0.62
P -1.42 2.02 1.44
H 1.98 1.36 -0.31
H -0.55 -1.45 -0.72
*
```

(4)
Density functional theory data (ωB97M-V/def2-TZVPD) for a gas-phase ion, C2H2NO2S (charge -1).

Results
Expectation value of S² ... 2.02
Gap between HOMO and LUMO (alpha / beta) ... 4.710 / 7.195 eV

```
! wB97M-V def2-TZVPD RIJCOSX def2/J DEFGRID3
* xyz -1 3
C -0.19 0.71 0.53
C 0.59 0.81 -0.51
N -0.66 -1.25 0.89
O -1.81 -1.47 0.52
O 1.09 -0.26 -1.17
S 0.72 -1.74 -0.37
H -0.68 1.47 1.11
H 0.95 1.73 -0.99
*
```

(5)
Density functional theory data (ωB97M-V/def2-TZVPD) for a molecular structure, C2H2NO3.

Results
Gap between HOMO and LUMO ... 7.350 eV

```
! wB97M-V def2-TZVPD RIJCOSX def2/J DEFGRID3
* xyz -1 1
C -0.04 -0.67 0.84
C 1.53 -0.47 3.29
N 0.98 -0.61 1.47
O 1.44 -1.54 3.72
O -0.33 0.29 -1.29
O 1.76 0.67 3.41
H 0.48 -0.23 -1.39
H -1.11 -0.98 0.70
*
```

(6)
Density functional theory data (ωB97M-V/def2-TZVPD) for a gas-phase ion, C2H2NO3 (charge -1).

Results
Gap between HOMO and LUMO ... 8.840 eV
Structure (SMILES) ... O=CNC(=O)[O-]

```
! wB97M-V def2-TZVPD RIJCOSX def2/J DEFGRID3
* xyz -1 1
O -0.63 2.20 0.47
C -0.59 0.99 0.42
N 0.42 0.29 -0.21
C 0.50 -1.16 -0.16
O 0.12 -1.65 0.91
O 0.91 -1.70 -1.21
H -1.32 0.32 0.88
H 0.60 0.72 -1.11
*
```

(7)
Density functional theory data (ωB97M-V/def2-TZVPD) for 2 unconnected molecules or ions with the total composition C2H2NO3.

Results
Gap between HOMO and LUMO (alpha / beta) ... 8.918 / 6.763 eV

```
! wB97M-V def2-TZVPD RIJCOSX def2/J DEFGRID3
* xyz -1 1
C -1.01 0.99 0.03
C 0.22 -0.06 0.03
N 0.27 -1.09 -0.89
O -1.78 0.76 0.92
O -0.84 1.73 -0.93
O 1.16 0.12 -0.92
H 1.21 -0.44 2.25
H 0.78 -2.01 -0.49
*
```

(8)
Density functional theory data (ωB97M-V/def2-TZVPD) for a molecular structure, C2H2NO3.

Results
Expectation value of S² ... 2.01
Gap between HOMO and LUMO (alpha / beta) ... 6.707 / 6.005 eV

```
! wB97M-V def2-TZVPD RIJCOSX def2/J DEFGRID3
* xyz -1 3
C 0.21 -0.14 -1.18
C -0.14 0.37 1.19
N 0.08 -0.52 0.04
O -0.02 0.07 2.35
O 0.15 -1.76 0.29
O -0.80 1.90 0.41
H 0.50 -0.95 -1.86
H 0.02 1.02 -1.23
*
```

(9)
Density functional theory data (ωB97M-V/def2-TZVPD) for a gas-phase ion, C2H2NO3S (charge -1).

Results
Gap between HOMO and LUMO ... 7.422 eV
Structure (SMILES) ... C=[N+]([O-])OC([O-])=S

```
! wB97M-V def2-TZVPD RIJCOSX def2/J DEFGRID3
* xyz -1 1
C 2.78 -0.06 1.18
C -0.01 0.26 -0.03
N 0.83 1.23 0.05
O 2.79 -0.94 0.32
O 1.83 1.02 1.22
O 0.97 2.29 -0.56
S 3.61 0.17 2.61
H 0.17 -0.48 0.71
H -0.82 0.20 -0.67
*
```

(10)
Density functional theory data (ωB97M-V/def2-TZVPD) for a molecular structure, C2H2NO3S.

Results
Gap between HOMO and LUMO ... 7.356 eV

```
! wB97M-V def2-TZVPD RIJCOSX def2/J DEFGRID3
* xyz -1 1
C -1.65 -0.69 -0.06
C -0.71 0.34 -0.34
N 1.90 0.04 0.19
O -2.17 -1.76 -0.14
O 2.75 0.75 -0.29
O 2.19 -0.69 1.17
S -2.03 0.92 0.78
H 0.59 0.18 0.01
H -0.87 0.91 -1.32
*
```

(11)
Density functional theory data (ωB97M-V/def2-TZVPD) for a gas-phase ion, C2H2NO3S (charge -1).

Results
Gap between HOMO and LUMO ... 7.767 eV
Structure (SMILES) ... O=[N+]([O-])CC([O-])=S

```
! wB97M-V def2-TZVPD RIJCOSX def2/J DEFGRID3
* xyz -1 1
C 1.33 0.50 -0.07
C -0.20 -0.58 -0.02
N -1.28 0.20 -0.09
O 1.23 1.65 0.10
O -1.84 0.36 1.01
O -1.65 0.76 -1.14
S 2.59 -0.54 -0.03
H -0.20 -0.99 0.99
H 0.03 -1.36 -0.76
*
```

(12)
Density functional theory data (ωB97M-V/def2-TZVPD) for a molecular structure, C2H2NO4S.

Results
Gap between HOMO and LUMO ... 9.128 eV

```
! wB97M-V def2-TZVPD RIJCOSX def2/J DEFGRID3
* xyz -1 1
C 1.71 -0.88 -0.05
C 0.74 0.32 -0.09
N -2.13 0.45 0.00
O 1.02 -1.94 0.02
O 2.93 -0.68 0.08
O -1.78 1.59 0.04
O -3.25 0.00 0.01
S -0.87 -0.75 -0.04
H 0.70 1.05 -0.79
H 0.93 0.83 0.82
*
```

(13)
Density functional theory data (ωB97M-V/def2-TZVPD) for C2H2NPS in the gas phase.

Results
Gap between HOMO and LUMO (alpha / beta) ... 6.868 / 6.869 eV

```
! wB97M-V def2-TZVPD RIJCOSX def2/J DEFGRID3
* xyz 0 1
C -0.31 -0.61 0.00
C -0.61 0.78 -0.08
N 0.88 -1.07 -0.03
P 2.41 -0.97 -0.03
S 0.39 2.04 -0.01
H -1.04 -1.31 0.09
H -1.72 1.14 0.06
*
```

(14)
Density functional theory data (ωB97M-V/def2-TZVPD) for a molecular structure, C2H2NaO.

Results
Expectation value of S² ... 0.76
Gap between HOMO and LUMO (alpha / beta) ... 4.158 / 5.405 eV

```
! wB97M-V def2-TZVPD RIJCOSX def2/J DEFGRID3
* xyz 0 2
C -0.57 0.58 -0.06
C -0.14 -0.24 0.98
O 0.04 -0.26 -0.91
Na 0.61 1.02 -2.84
H -0.81 -0.96 1.45
H 0.88 -0.14 1.38
*
```

(15)
Density functional theory data (ωB97M-V/def2-TZVPD) for C2H2O in the gas phase.

Results
Gap between HOMO and LUMO ... 9.576 eV
Structure (SMILES) ... C1=CO1

```
! wB97M-V def2-TZVPD RIJCOSX def2/J DEFGRID3
* xyz 0 1
C -0.55 0.34 -0.17
C 0.45 -0.45 -0.27
O -0.34 0.55 -1.44
H -1.23 0.89 0.49
H 1.13 -1.28 -0.44
*
```

(16)
Density functional theory data (ωB97M-V/def2-TZVPD) for C2H2O2P2 in the gas phase.

Results
Gap between HOMO and LUMO ... 8.452 eV
Structure (SMILES) ... C=C=POP=O

```
! wB97M-V def2-TZVPD RIJCOSX def2/J DEFGRID3
* xyz 0 1
C -1.45 0.07 0.05
C -0.58 -0.89 0.15
O 1.13 1.44 0.63
O 1.80 -0.78 -0.40
P 1.78 0.89 -0.51
P 0.74 -1.93 0.08
H -1.94 0.30 -0.83
H -1.50 0.89 0.83
*
```

(17)
Density functional theory data (ωB97M-V/def2-TZVPD) for C2H2O2P2S in the gas phase.

Results
Gap between HOMO and LUMO (alpha / beta) ... 7.576 / 7.581 eV

```
! wB97M-V def2-TZVPD RIJCOSX def2/J DEFGRID3
* xyz 0 1
C 1.10 -0.07 1.74
C 0.78 -0.83 0.73
O -0.01 0.42 -1.45
O -0.50 -2.03 -1.45
P -0.86 1.42 -2.31
P -0.40 -0.94 -0.49
S -2.53 1.32 -1.40
H 2.02 0.04 2.26
H 0.40 0.66 2.38
*
```

(18)
Density functional theory data (ωB97M-V/def2-TZVPD) for C2H2O2S2 in the gas phase.

Results
Gap between HOMO and LUMO ... 7.308 eV
Structure (SMILES) ... OC(=S)C(O)=S

```
! wB97M-V def2-TZVPD RIJCOSX def2/J DEFGRID3
* xyz 0 1
C 0.18 0.52 0.25
C -0.22 -0.63 -0.55
H -0.21 2.38 0.41
H 0.54 -1.91 0.60
O -0.37 1.64 -0.15
O -0.07 -1.97 -0.12
S 1.13 0.20 1.52
S -0.98 -0.22 -1.95
*
```

(19)
Density functional theory data (ωB97M-V/def2-TZVPD) for C2H2O2S2 in the gas phase.

Results
Gap between HOMO and LUMO ... 9.355 eV
Structure (SMILES) ... O=C(S)C(=O)S

```
! wB97M-V def2-TZVPD RIJCOSX def2/J DEFGRID3
* xyz 0 1
C 0.59 -0.49 0.15
C -0.49 0.52 0.03
H 1.99 1.34 -0.28
H -1.94 -1.48 0.31
O 0.20 -1.57 0.06
O -0.40 1.69 0.14
S 2.15 0.08 -0.19
S -2.10 -0.09 -0.22
*
```

(20)
Density functional theory data (ωB97M-V/def2-TZVPD) for 2 unconnected molecules or ions with the total composition C2H2O2S2.

Results
Gap between HOMO and LUMO (alpha / beta) ... 8.047 / 8.107 eV

```
! wB97M-V def2-TZVPD RIJCOSX def2/J DEFGRID3
* xyz 0 1
C 1.68 0.52 -0.04
C 2.52 -0.03 0.60
O -1.79 0.93 -0.97
O -1.99 -1.64 -1.00
S -2.22 0.68 0.43
S -2.44 -1.33 0.38
H 0.93 1.21 -0.50
H 3.33 -0.34 1.10
*
```

| no. | largest force on an atom (eV/A) | E_tot (Eh) | M (g/mol) |
| --- | --- | --- | --- |
| 1 | 4.40 | -405.73892 | 110.080 |
| 2 | 5.48 | -282.50603 | 72.043 |
| 3 | 2.13 | -623.82324 | 103.017 |
| 4 | 2.37 | -680.60953 | 104.110 |
| 5 | 4.94 | -357.86558 | 88.042 |
| 6 | 1.23 | -357.99006 | 88.042 |
| 7 | 2.99 | -357.69856 | 88.042 |
| 8 | 8.30 | -357.66437 | 88.042 |
| 9 | 2.45 | -756.01738 | 120.109 |
| 10 | 2.60 | -755.98416 | 120.109 |
| 11 | 4.74 | -756.02428 | 120.109 |
| 12 | 4.11 | -831.28663 | 136.108 |
| 13 | 3.01 | -871.62377 | 103.086 |
| 14 | 4.73 | -314.75749 | 65.027 |
| 15 | 2.20 | -152.47950 | 42.037 |
| 16 | 3.21 | -910.56268 | 119.984 |
| 17 | 3.85 | -1308.71968 | 152.051 |
| 18 | 4.00 | -1024.22365 | 122.170 |
| 19 | 6.47 | -1024.21689 | 122.170 |
| 20 | 3.01 | -1024.10289 | 122.170 |